(1)
Molecular formula: C5H7IN5O
Method: DFT, ωB97M-V with the def2-TZVPD basis set

XYZ file:
```
19
Properties=species:S:1:pos:R:3
C 1.702 2.292 0.638
C 0.417 -0.094 -1.538
C -0.238 -1.593 0.374
C 0.410 0.956 -0.486
C 0.672 0.362 0.928
N 1.222 2.184 -0.527
N 1.365 1.278 1.554
N -0.057 -1.273 -1.011
N 0.112 -0.754 1.304
N -0.795 -2.691 0.694
O 0.604 0.081 -2.709
I -3.514 0.635 -0.565
H 2.311 3.172 0.849
H -0.687 1.364 -0.488
H 1.484 1.260 2.565
H -0.176 -2.120 -1.569
H -3.084 1.364 -1.876
H -1.035 -3.532 0.170
H -0.714 -2.892 1.695
```

* total charge: +1
* orbital gap: 8.8 eV
* E_tot: -841.21689 Eh
* E_LUMO: -4.48 eV

Löwdin population analysis, charges in e, atoms 1 to 8: -0.117, -0.431, -0.409, -0.151, -0.211, 0.156, 0.194, 0.203



(2)
Molecular formula: C5H10N
Method: DFT, ωB97M-V with the def2-TZVPD basis set

XYZ file:
```
16
Properties=species:S:1:pos:R:3
C 0.309 1.001 1.971
C -0.036 0.674 0.739
C -1.635 0.563 0.092
N -0.945 -0.192 -1.039
C 0.385 0.178 -0.606
C 1.440 -0.907 -0.370
H 1.407 1.011 2.371
H -0.297 1.550 2.735
H -2.345 -0.031 0.583
H -1.804 1.649 -0.103
H -0.950 -1.203 -0.834
H -1.239 -0.039 -1.985
H 0.961 0.970 -1.148
H 0.930 -1.881 -0.125
H 2.161 -0.405 0.329
H 1.967 -1.055 -1.330
```

* total charge: +1
* orbital gap: 10.7 eV
* structure (SMILES): C=C1C[NH2+][C@@H]1C
* E_tot: -250.91290 Eh
* E_LUMO: -3.43 eV

Löwdin population analysis, charges in e, atoms 1 to 8: 0.071, -0.199, 0.053, 0.112, -0.352, -0.019, 0.114, 0.096



(3)
Molecular formula: C3H9N3O
Method: DFT, ωB97M-V with the def2-TZVPD basis set

XYZ file:
```
16
Properties=species:S:1:pos:R:3
N 0.368 -1.842 -1.060
C 1.479 -0.996 -0.725
C 1.394 -0.242 0.580
N 0.484 0.869 0.591
C -0.913 0.885 0.435
N -1.412 0.437 -0.774
O -1.679 1.424 1.297
H 0.225 -2.681 -0.508
H 0.388 -2.176 -1.993
H 1.417 -0.319 -1.563
H 2.443 -1.515 -0.672
H 1.226 -0.912 1.410
H 2.381 0.242 0.589
H 0.834 1.378 1.486
H -2.378 0.692 -0.848
H -0.948 -0.228 -1.317
```

* total charge: 0
* orbital gap: 9.9 eV
* structure (SMILES): NCCNC(N)=O
* E_tot: -359.21038 Eh
* E_LUMO: 0.75 eV

Löwdin population analysis, charges in e, atoms 1 to 8: -0.021, -0.286, -0.227, 0.022, -0.543, 0.163, -0.027, 0.085



(4)
Molecular formula: C37H39B2F4N6O6PTi
Method: DFT, ωB97M-V with the def2-TZVPD basis set

XYZ file:
```
96
Properties=species:S:1:pos:R:3
Ti -0.398 0.279 -1.214
C 2.588 3.633 -1.370
C 1.416 2.731 -1.546
N 1.403 1.526 -1.113
O 2.499 1.139 -0.393
B 3.217 -0.041 -0.984
F 4.173 -0.400 -0.058
F 3.736 0.326 -2.222
O 2.327 -1.229 -1.158
N 1.245 -0.962 -1.949
C 1.154 -1.568 -3.072
C 2.174 -2.513 -3.603
C -0.054 -1.193 -3.840
N -0.789 -0.321 -3.256
O -1.892 0.080 -3.932
B -1.861 1.554 -4.236
F -0.691 1.814 -4.969
F -3.007 1.857 -4.909
O -1.831 2.392 -2.993
N -0.703 2.182 -2.268
C 0.195 3.096 -2.297
C 0.085 4.367 -3.065
C -0.371 -1.705 -5.203
H 3.474 3.147 -1.782
H 2.774 3.789 -0.306
H 2.431 4.591 -1.857
H 3.046 -2.519 -2.957
H 2.469 -2.216 -4.610
H 1.757 -3.521 -3.660
H 0.262 5.224 -2.413
H 0.833 4.382 -3.860
H -0.901 4.438 -3.511
H 0.335 -2.466 -5.524
H -0.364 -0.871 -5.905
H -1.382 -2.112 -5.212
N -0.981 -1.677 -0.608
P -1.249 -2.511 0.735
C -0.025 -2.333 2.056
C 1.320 -2.351 1.688
C 2.306 -2.222 2.654
C 1.952 -2.080 3.990
C 0.614 -2.066 4.360
C -0.378 -2.196 3.396
C -1.285 -4.269 0.339
C -0.917 -5.243 1.263
C -1.015 -6.584 0.923
C -1.476 -6.950 -0.334
C -1.837 -5.978 -1.259
C -1.740 -4.637 -0.926
C -2.854 -2.067 1.422
C -3.914 -2.966 1.417
C -5.149 -2.574 1.917
C -5.320 -1.291 2.412
C -4.262 -0.391 2.412
C -3.029 -0.773 1.915
H 1.605 -2.425 0.646
H 3.346 -2.214 2.353
H 2.720 -1.978 4.746
H 0.341 -1.956 5.401
H -1.420 -2.183 3.686
H -0.550 -4.954 2.240
H -0.727 -7.344 1.637
H -1.550 -7.997 -0.596
H -2.192 -6.268 -2.239
H -2.007 -3.863 -1.636
H -3.782 -3.965 1.022
H -5.977 -3.270 1.909
H -6.287 -0.985 2.790
H -4.406 0.615 2.784
H -2.205 -0.073 1.879
C 2.278 6.536 2.454
C 1.876 5.098 2.286
C 0.611 4.755 1.832
C 0.226 3.432 1.653
C -1.183 3.152 1.209
C 1.163 2.422 1.945
C 0.896 1.015 1.688
O 0.013 0.573 0.954
C 2.442 2.747 2.451
C 3.467 1.693 2.782
C 2.775 4.081 2.600
H 1.467 7.210 2.185
H 3.140 6.768 1.827
H 2.564 6.737 3.487
H -0.107 5.540 1.620
H -1.799 4.037 1.362
H -1.626 2.318 1.751
H -1.240 2.884 0.154
H 1.537 0.290 2.203
H 3.730 1.107 1.901
H 3.105 1.005 3.549
H 4.373 2.164 3.161
H 3.762 4.340 2.967
O -4.636 0.276 -1.342
C -3.498 0.391 -1.071
N -2.351 0.540 -0.758
```

* total charge: 0
* orbital gap (spin up / spin down): 7.0 / 7.3 eV
* 2S+1: 3
* E_tot: -3853.65166 Eh
* E_LUMO (spin up / spin down): -0.55 / -1.58 eV

Löwdin population analysis, charges in e, atoms 1 to 8: 0.994, 0.039, -0.198, -0.008, 0.024, -1.110, 0.162, 0.156



(5)
Molecular formula: C5H11FN2OS
Method: DFT, ωB97M-V with the def2-TZVPD basis set

XYZ file:
```
21
Properties=species:S:1:pos:R:3
C -0.172 2.605 -0.049
N -1.209 1.624 -0.295
N -0.830 0.357 -0.313
C -1.680 -0.623 -0.262
C -3.121 -0.532 -0.177
S -4.114 -1.816 -0.072
H -0.531 3.587 -0.372
H 0.116 2.656 1.009
H 0.703 2.335 -0.642
H -2.136 1.855 0.038
H -1.246 -1.617 -0.303
H -3.567 0.465 -0.203
O 3.023 -2.054 -0.497
C 2.488 -1.068 0.359
C 0.983 -1.159 0.302
F 0.524 -0.712 -0.922
H 3.969 -1.890 -0.592
H 2.805 -1.219 1.404
H 2.788 -0.054 0.057
H 0.539 -0.541 1.091
H 0.669 -2.200 0.436
```

* total charge: 0
* orbital gap: 7.7 eV
* structure (SMILES): CN/N=C\C=S.OCCF
* E_tot: -879.73714 Eh
* E_LUMO: -0.59 eV

Löwdin population analysis, charges in e, atoms 1 to 8: -0.074, -0.079, -0.047, -0.228, -0.662, 0.651, 0.080, 0.078



(6)
Molecular formula: C6H11NO
Method: DFT, ωB97M-V with the def2-TZVPD basis set

XYZ file:
```
19
Properties=species:S:1:pos:R:3
H -1.586 0.189 -2.728
N -1.035 0.453 -1.914
C -1.695 0.378 -0.813
C -1.031 0.405 0.520
C -0.754 1.747 0.529
H -2.735 0.039 -0.767
H -1.623 -0.032 1.318
H -0.118 2.209 -0.206
H -0.926 2.337 1.420
C 0.796 -1.296 1.622
C 0.735 -0.905 0.307
C 1.815 -0.020 -0.279
O 0.253 -1.849 -0.583
H 1.269 -0.674 2.359
H 0.242 -2.156 1.955
H 2.192 0.674 0.472
H 2.634 -0.638 -0.654
H 1.403 0.552 -1.113
H 0.165 -1.412 -1.446
```

* total charge: 0
* orbital gap: 7.9 eV
* structure (SMILES): [H]/N=C/C=C.C=C(C)O
* E_tot: -365.05777 Eh
* E_LUMO: 0.27 eV

Löwdin population analysis, charges in e, atoms 1 to 8: 0.050, 0.056, -0.258, -0.197, 0.020, 0.123, 0.117, 0.073



(7)
Molecular formula: C30H51N4NaO3P
Method: DFT, ωB97M-V with the def2-TZVPD basis set

XYZ file:
```
90
Properties=species:S:1:pos:R:3
Na 12.143 8.205 12.273
O 10.187 9.063 12.184
C 9.715 10.046 12.826
C 8.673 10.790 12.194
C 7.991 11.801 12.833
C 8.349 12.181 14.162
C 9.349 11.509 14.803
C 10.053 10.473 14.201
C 11.230 10.020 14.910
N 12.110 9.236 14.368
N 13.261 9.034 15.128
C 14.288 8.829 14.351
O 14.250 8.644 13.110
C 15.596 8.728 15.029
C 16.721 8.642 14.241
C 17.963 8.550 14.851
C 18.104 8.574 16.236
C 16.981 8.717 17.067
C 15.707 8.720 16.443
H 8.426 10.495 11.134
H 7.188 12.437 12.278
H 7.784 12.912 14.644
H 9.563 11.890 15.742
H 11.389 10.433 15.966
H 16.549 8.807 13.203
H 18.862 8.467 14.287
H 19.097 8.532 16.647
H 17.046 8.666 18.165
H 14.769 8.815 17.019
N 16.028 11.515 11.899
C 16.063 12.304 13.120
C 14.791 12.206 13.996
C 13.454 12.551 13.372
N 12.893 11.732 12.228
H 15.867 10.541 12.022
H 15.160 11.736 11.469
H 16.161 13.406 13.008
H 16.918 11.894 13.690
H 14.911 12.764 14.934
H 14.791 11.178 14.468
H 13.439 13.543 12.912
H 12.671 12.567 14.181
H 12.029 12.142 11.853
H 12.522 10.874 12.654
C 14.055 5.366 12.371
C 13.519 5.722 13.737
O 12.152 6.121 13.513
C 11.254 5.858 14.590
C 9.856 6.403 14.344
H 15.071 4.967 12.413
H 14.068 6.351 11.779
H 13.427 4.645 11.824
H 14.176 6.462 14.221
H 13.443 4.882 14.425
H 11.532 6.310 15.543
H 11.199 4.789 14.737
H 9.526 6.222 13.333
H 9.835 7.457 14.508
H 9.230 5.978 15.133
C 11.151 5.782 9.328
C 11.096 7.160 8.585
C 9.764 7.790 8.842
P 12.587 8.125 9.198
C 14.061 7.196 8.491
C 15.307 8.003 8.780
C 14.019 7.019 6.920
C 12.487 9.786 8.341
C 11.517 10.620 9.167
C 11.977 9.756 6.931
H 10.182 5.289 9.193
H 11.395 5.998 10.399
H 11.942 5.155 8.928
H 11.135 7.074 7.511
H 9.635 8.301 9.844
H 8.928 7.106 8.723
H 9.445 8.465 8.112
H 14.148 6.292 9.044
H 15.331 9.032 8.385
H 16.218 7.696 8.352
H 15.529 8.146 9.901
H 13.990 8.067 6.499
H 13.206 6.383 6.450
H 14.951 6.577 6.596
H 13.502 10.191 8.358
H 10.559 10.153 9.202
H 11.340 11.567 8.698
H 11.648 10.686 10.267
H 10.994 9.435 6.855
H 12.499 9.037 6.292
H 12.090 10.804 6.488
```

* total charge: -1
* orbital gap: 5.7 eV
* E_tot: -2122.14880 Eh
* E_LUMO: 2.05 eV

Löwdin population analysis, charges in e, atoms 1 to 8: 0.203, -0.133, -0.402, -0.063, -0.121, -0.144, -0.104, -0.157



(8)
Molecular formula: C47H39IrN5OS4Te
Method: DFT, ωB97M-V with the def2-TZVPD basis set

XYZ file:
```
98
Properties=species:S:1:pos:R:3
Ir -0.259 0.223 0.304
N 1.275 -0.994 -0.600
S 1.382 -2.341 -1.175
N 0.765 -3.664 -0.388
S 0.073 -3.740 0.992
N 0.844 -3.252 2.249
S 0.654 -1.727 2.882
N -0.281 -0.835 2.180
C 2.411 -1.307 3.106
C 3.260 -1.631 2.066
C 4.608 -1.333 2.163
C 5.095 -0.712 3.301
C 4.237 -0.400 4.345
C 2.884 -0.695 4.253
C 0.051 -2.107 4.545
C -1.008 -1.365 5.037
C -1.520 -1.671 6.288
C -0.968 -2.706 7.030
C 0.087 -3.446 6.518
C 0.599 -3.152 5.264
C -0.049 -5.512 1.183
C 0.658 -6.168 2.174
C 0.594 -7.550 2.242
C -0.165 -8.256 1.322
C -0.866 -7.586 0.329
C -0.809 -6.205 0.254
C -1.591 -3.071 0.952
C -2.317 -3.097 2.130
C -3.535 -2.443 2.175
C -4.005 -1.777 1.052
C -3.286 -1.797 -0.132
C -2.059 -2.445 -0.189
C 0.783 -2.635 -2.854
C 0.409 -3.898 -3.265
C 0.114 -4.108 -4.602
C 0.196 -3.057 -5.503
C 0.549 -1.787 -5.072
C 0.853 -1.575 -3.737
C 3.109 -2.861 -1.340
C 4.087 -1.889 -1.240
C 5.418 -2.265 -1.311
C 5.749 -3.600 -1.484
C 4.757 -4.563 -1.595
C 3.423 -4.195 -1.524
H 2.857 -2.123 1.196
H 5.267 -1.597 1.351
H 6.143 -0.465 3.371
H 4.624 0.066 5.238
H 2.216 -0.465 5.071
H -1.413 -0.570 4.429
H -2.354 -1.107 6.675
H -1.368 -2.941 8.007
H 0.507 -4.259 7.089
H 1.408 -3.723 4.836
H 1.244 -5.583 2.864
H 1.141 -8.074 3.009
H -0.207 -9.334 1.371
H -1.455 -8.136 -0.388
H -1.339 -5.658 -0.511
H -1.909 -3.599 2.996
H -4.106 -2.433 3.092
H -4.931 -1.226 1.105
H -3.658 -1.287 -1.006
H -1.475 -2.454 -1.098
H 0.361 -4.696 -2.541
H -0.161 -5.093 -4.944
H -0.007 -3.233 -6.548
H 0.612 -0.968 -5.775
H 1.148 -0.610 -3.351
H 3.781 -0.866 -1.086
H 6.191 -1.517 -1.228
H 6.786 -3.893 -1.533
H 5.023 -5.600 -1.733
H 2.638 -4.932 -1.590
O -1.158 -0.108 -1.919
N -1.592 0.969 -2.518
C -1.479 1.078 -3.852
C -1.878 2.206 -4.521
C -2.410 3.273 -3.796
C -2.537 3.150 -2.432
C -2.136 1.980 -1.781
S -2.317 1.737 -0.096
H -1.063 0.213 -4.340
H -1.769 2.256 -5.591
H -2.722 4.173 -4.300
H -2.935 3.945 -1.822
Te 1.121 2.250 1.408
C -0.031 2.311 3.209
C 0.609 2.166 4.434
C -0.111 2.250 5.614
C -1.477 2.478 5.581
C -2.120 2.608 4.362
C -1.401 2.532 3.184
H 1.679 1.999 4.462
H 0.403 2.153 6.563
H -2.033 2.570 6.502
H -3.185 2.781 4.323
H -1.908 2.652 2.241
```

* total charge: +1
* orbital gap: 6.1 eV
* E_tot: -4127.98738 Eh
* E_LUMO: -2.87 eV

Löwdin population analysis, charges in e, atoms 1 to 8: 0.680, -0.402, 0.777, -0.367, 0.903, -0.363, 0.796, -0.392



(9)
Molecular formula: C4H7NO2
Method: DFT, ωB97M-V with the def2-TZVPD basis set

XYZ file:
```
14
Properties=species:S:1:pos:R:3
C -1.546 -0.055 0.549
N -0.927 -0.936 1.221
C -0.419 -2.059 0.561
O 0.288 -2.023 -0.420
H -1.782 -0.165 -0.514
H -1.858 0.864 1.046
H -0.650 -3.003 1.077
C 0.954 0.825 -1.368
C 0.823 1.534 -0.250
O 1.275 1.196 0.986
H 0.512 1.175 -2.293
H 1.458 -0.136 -1.383
H 0.297 2.485 -0.214
H 1.575 0.276 0.964
```

* total charge: 0
* orbital gap: 9.3 eV
* structure (SMILES): C=NC=O.C=CO
* E_tot: -361.78231 Eh
* E_LUMO: 0.30 eV

Löwdin population analysis, charges in e, atoms 1 to 8: -0.020, 0.038, -0.343, 0.038, 0.095, 0.087, 0.122, -0.005



(10)
Molecular formula: C7H21N7O14
Method: DFT, ωB97M-V with the def2-TZVPD basis set

XYZ file:
```
49
Properties=species:S:1:pos:R:3
C 0.335 -4.486 -0.914
N -0.093 -4.540 0.515
O -0.580 -3.529 0.969
O 0.065 -5.579 1.121
H -0.586 -4.573 -1.487
H 1.000 -5.321 -1.088
H 0.802 -3.521 -1.072
C -0.621 -0.056 0.436
N 0.781 0.350 0.110
O 1.135 1.486 0.372
O 1.444 -0.475 -0.470
H -0.485 -0.841 1.180
H -1.028 -0.473 -0.478
H -1.202 0.772 0.820
C 3.777 -2.800 3.196
N 3.365 -2.362 1.836
O 3.538 -1.198 1.540
O 2.880 -3.207 1.110
H 3.114 -3.608 3.489
H 3.625 -1.958 3.865
H 4.818 -3.100 3.201
C -2.931 0.909 -2.608
N -3.713 0.313 -3.727
O -4.907 0.165 -3.577
O -3.097 0.040 -4.744
H -3.047 1.984 -2.715
H -1.892 0.612 -2.664
H -3.401 0.570 -1.691
C 1.032 -1.244 -4.779
N 0.286 -0.839 -3.562
O 0.479 0.280 -3.138
O -0.459 -1.651 -3.055
H 0.538 -2.118 -5.191
H 2.037 -1.492 -4.452
H 0.974 -0.440 -5.503
C -2.953 4.929 1.102
N -2.682 3.475 0.910
O -2.345 2.817 1.869
O -2.814 3.046 -0.217
H -4.026 5.085 1.037
H -2.436 5.442 0.299
H -2.612 5.206 2.092
C 1.271 2.678 3.559
N 2.247 3.733 3.927
O 2.603 4.502 3.067
O 2.616 3.763 5.088
H 1.584 1.757 4.041
H 1.288 2.550 2.482
H 0.276 2.945 3.899
```

* total charge: 0
* orbital gap: 10.6 eV
* structure (SMILES): C[N+](=O)[O-].C[N+](=O)[O-].C[N+](=O)[O-].C[N+](=O)[O-].C[N+](=O)[O-].C[N+](=O)[O-].C[N+](=O)[O-]
* E_tot: -1715.30076 Eh
* E_LUMO: -0.24 eV

Löwdin population analysis, charges in e, atoms 1 to 8: 0.047, -0.452, 0.047, 0.066, 0.103, 0.094, 0.082, 0.063



(11)
Molecular formula: C3H8N2S2
Method: DFT, ωB97M-V with the def2-TZVPD basis set

XYZ file:
```
15
Properties=species:S:1:pos:R:3
C 0.291 -2.025 2.084
N 0.880 -0.813 1.447
N -0.027 0.173 1.281
C -0.613 0.515 0.105
S -1.398 1.946 -0.037
C -0.376 -0.527 -1.022
S 1.208 -0.385 -1.890
H -0.054 -1.754 3.071
H 0.958 -2.891 2.129
H -0.588 -2.434 1.482
H 1.469 -1.110 0.730
H 0.131 0.946 1.915
H -1.192 -0.379 -1.736
H -0.463 -1.519 -0.497
H 0.996 0.862 -2.362
```

* total charge: 0
* orbital gap: 9.0 eV
* structure (SMILES): CNNC(=S)CS
* E_tot: -1024.93695 Eh
* E_LUMO: 0.36 eV

Löwdin population analysis, charges in e, atoms 1 to 8: -0.086, -0.124, -0.089, -0.890, 0.631, -0.568, 0.710, 0.068



(12)
Molecular formula: C4H8N4Si
Method: DFT, ωB97M-V with the def2-TZVPD basis set

XYZ file:
```
17
Properties=species:S:1:pos:R:3
C -3.205 -1.244 0.005
C 1.223 -1.729 -2.052
C -2.022 -0.993 -0.100
C 0.579 -1.249 -1.137
N 0.498 2.334 -1.529
N 1.066 0.229 2.671
N 0.269 1.911 -0.217
N 0.454 -0.705 1.826
Si -0.249 -0.634 0.308
H -4.244 -1.419 -0.127
H 1.525 -2.396 -2.824
H -0.142 2.108 -2.270
H 1.460 2.120 -1.774
H 2.093 0.191 2.576
H 0.759 1.165 2.608
H -0.727 1.912 -0.130
H 0.664 -1.601 2.165
```

* total charge: 0
* orbital gap (spin up / spin down): 7.3 / 6.7 eV
* E_tot: -665.47545 Eh
* E_LUMO (spin up / spin down): -0.12 / 0.05 eV

Löwdin population analysis, charges in e, atoms 1 to 8: 0.031, 0.041, -0.216, -0.257, -0.102, -0.042, -0.115, -0.228